One molecule with the formula C8H8S, computed with wB97M-V/def2-TZVPD.

Geometry as XYZ:
```
17
Properties=species:S:1:pos:R:3
C -0.780 -0.917 -0.982
C -1.677 0.190 -1.067
C 0.524 -0.792 -0.844
C 0.714 1.447 0.750
C 1.553 -1.290 0.106
C -0.675 1.025 1.062
C -1.600 1.162 -0.140
C 1.979 0.078 0.658
S 1.233 0.920 -0.887
H -1.334 -1.970 -0.753
H -2.512 0.177 -1.778
H 1.161 -1.877 0.908
H 2.217 -1.906 -0.448
H -0.701 -0.095 1.058
H -1.016 1.668 1.910
H -2.145 2.131 -0.228
H 3.058 0.050 0.676
```

## Properties
frontier orbital gap: 7.94 eV
energy above the lowest of the compared OMol25 structures with the same formula, charge and spin: 5.825 eV
molecular weight: 136.22 g/mol